(1)
The following is a quantum chemistry calculation of a structure of composition C3H5NO in a non-equilibrium geometry, from the OMol25 dataset.

Geometry as XYZ:
```
10
Properties=species:S:1:pos:R:3:lowdin_charge:R:1
C -1.27 0.18 1.18 -0.1343
N -0.48 -1.01 -0.16 -0.0238
C 0.13 0.36 -0.35 -0.3082
C 1.42 0.64 -0.10 0.0074
O -2.40 0.39 1.07 0.0350
H -1.03 -1.40 -0.92 0.1049
H 0.16 -1.63 0.31 0.0966
H -0.40 0.91 -1.13 0.1123
H 1.90 1.48 -0.55 0.0527
H 1.97 0.09 0.65 0.0575
```

Output
Highest occupied orbital energy: -8.93 eV
Orbital gap: 9.69 eV
2S+1: 1
Maximum force: 4.25 eV Å⁻¹

=====

(2)
The following is a quantum chemistry calculation of an isolated molecule of C3H5NO, from the OMol25 dataset.

Geometry as XYZ:
```
10
Properties=species:S:1:pos:R:3:lowdin_charge:R:1
C 0.47 0.27 0.82 -0.1454
C 0.73 -0.25 -0.62 -0.1864
N -0.61 -0.48 -1.17 0.0604
C -1.41 -0.16 -0.25 -0.2493
O -0.94 0.08 1.00 -0.0573
H 1.03 -0.25 1.60 0.1163
H 0.64 1.35 0.91 0.1166
H 1.17 0.51 -1.26 0.1066
H 1.38 -1.14 -0.65 0.1077
H -2.46 0.06 -0.38 0.1307
```

Output
Highest occupied orbital energy: -9.61 eV
Orbital gap: 10.61 eV
2S+1: 1
Maximum force: 0.63 eV Å⁻¹
SMILES: C1=NCCO1

=====

(3)
The following is a quantum chemistry calculation of a structure of composition C3H5NO in a non-equilibrium geometry, from the OMol25 dataset.

Geometry as XYZ:
```
10
Properties=species:S:1:pos:R:3:lowdin_charge:R:1
C 0.49 -0.92 0.08 -0.1109
O 0.58 -0.35 -1.21 -0.1391
C -0.40 0.67 -1.03 -0.1434
C -0.38 0.48 0.45 -0.3228
N -0.62 0.97 1.58 0.1731
H 1.50 -1.21 0.46 0.1202
H -0.11 -1.86 0.11 0.1090
H -0.04 0.10 1.74 0.0596
H -1.38 0.40 -1.43 0.1273
H -0.07 1.64 -1.40 0.1270
```

Output
Highest occupied orbital energy: -9.99 eV
Orbital gap: 10.96 eV
2S+1: 1
Maximum force: 4.02 eV Å⁻¹

=====

(4)
The following is a quantum chemistry calculation of a cluster of 2 separate species, C3H5NO in total, from the OMol25 dataset.

Geometry as XYZ:
```
10
Properties=species:S:1:pos:R:3:lowdin_charge:R:1
C 1.53 0.08 1.42 -0.1379
O 1.79 -0.35 0.33 -0.0194
C -0.96 0.53 -1.17 -0.1745
C -1.01 -0.77 -0.54 -0.1957
N -1.87 -0.67 -1.45 0.1053
H 0.57 0.61 1.61 0.0841
H 2.23 -0.07 2.26 0.0832
H -0.65 -1.50 0.18 0.1014
H -0.20 0.75 -1.92 0.0792
H -1.43 1.39 -0.71 0.0743
```

Output
Highest occupied orbital energy: -10.10 eV
Orbital gap: 10.60 eV
2S+1: 1
Maximum force: 0.51 eV Å⁻¹
SMILES: C1=NC1.C=O

=====

(5)
The following is a quantum chemistry calculation of an isolated molecule of C3H5NO in a non-equilibrium geometry, from the OMol25 dataset.

Geometry as XYZ:
```
10
Properties=species:S:1:pos:R:3:lowdin_charge:R:1
C 0.47 -0.14 -0.18 -0.4995
C 1.85 -0.43 0.01 -0.0861
C -1.80 0.28 0.02 -0.0266
N 1.18 0.91 -0.25 0.1532
O -0.71 -0.62 -0.19 -0.0520
H 2.25 -0.39 1.06 0.0948
H 2.52 -0.90 -0.70 0.0752
H -2.65 -0.19 -0.57 0.1151
H -1.28 1.26 -0.35 0.1233
H -1.84 0.23 1.13 0.1026
```

Output
Highest occupied orbital energy: -9.69 eV
Orbital gap: 10.61 eV
2S+1: 1
Maximum force: 2.59 eV Å⁻¹
SMILES: COC1=NC1

=====

(6)
The following is a quantum chemistry calculation of an isolated molecule of C3H5NO, from the OMol25 dataset.

Geometry as XYZ:
```
10
Properties=species:S:1:pos:R:3:lowdin_charge:R:1
O -1.13 -1.73 -1.21 0.0295
C -0.10 -1.09 -1.18 -0.3246
N 0.28 -0.36 -0.08 -0.0840
C 0.70 0.93 0.38 -0.0839
C -0.53 0.23 0.92 -0.1013
H 0.66 -1.12 -1.98 0.1309
H 1.64 0.97 0.93 0.1038
H 0.53 1.80 -0.26 0.1066
H -1.48 0.66 0.61 0.1147
H -0.56 -0.29 1.87 0.1082
```

Output
Highest occupied orbital energy: -9.80 eV
Orbital gap: 10.71 eV
2S+1: 1
Maximum force: 0.54 eV Å⁻¹
SMILES: O=CN1CC1

=====

(7)
The following is a quantum chemistry calculation of a cluster of 2 separate species, C3H5NO in total, from the OMol25 dataset.

Geometry as XYZ:
```
10
Properties=species:S:1:pos:R:3:lowdin_charge:R:1
C -1.55 1.38 -0.10 -0.1371
O -0.46 1.70 -0.47 -0.0213
C 0.94 -1.22 -0.47 -0.1766
C 1.05 -0.47 0.76 -0.1939
N 1.94 -1.34 0.67 0.1050
H -1.80 0.31 0.10 0.0856
H -2.34 2.15 0.06 0.0838
H 0.71 0.32 1.42 0.1007
H 1.30 -0.81 -1.41 0.0795
H 0.21 -2.03 -0.57 0.0741
```

Output
Highest occupied orbital energy: -10.07 eV
Orbital gap: 10.56 eV
2S+1: 1
Maximum force: 0.54 eV Å⁻¹
SMILES: C1=NC1.C=O

=====

(8)
The following is a quantum chemistry calculation of an isolated molecule of C3H5NO in a non-equilibrium geometry, from the OMol25 dataset.

Geometry as XYZ:
```
10
Properties=species:S:1:pos:R:3:lowdin_charge:R:1
C 0.23 -1.14 0.47 -0.1062
O 0.64 -0.42 -0.68 -0.1732
C -0.10 0.74 -0.94 -0.2113
C -0.23 1.45 0.36 -0.1813
N -0.26 1.53 1.51 0.1566
H 0.88 -2.01 0.51 0.0924
H -0.82 -1.45 0.38 0.0981
H 0.34 -0.56 1.40 0.0651
H -1.12 0.53 -1.31 0.1309
H 0.44 1.33 -1.69 0.1289
```

Output
Highest occupied orbital energy: -10.76 eV
Orbital gap: 11.59 eV
2S+1: 1
Maximum force: 1.27 eV Å⁻¹
SMILES: COCC#N

=====

(9)
The following is a quantum chemistry calculation of a structure of composition C3H5NO2, from the OMol25 dataset.

Geometry as XYZ:
```
11
Properties=species:S:1:pos:R:3:lowdin_charge:R:1
N 0.27 -1.59 -0.78 0.0927
C -0.51 -1.00 -1.46 -0.1116
O -1.09 0.57 -0.81 -0.1207
C -0.77 0.73 0.41 -0.1860
C 1.16 0.26 0.85 -0.2465
O 1.41 0.18 2.02 0.0428
H 0.50 -0.65 0.24 0.0509
H -1.07 -0.98 -2.38 0.1098
H -1.23 0.11 1.19 0.1242
H -0.45 1.74 0.71 0.1230
H 1.84 0.76 0.12 0.1213
```

Output
Highest occupied orbital energy: -9.36 eV
Orbital gap: 8.85 eV
2S+1: 1
Maximum force: 0.87 eV Å⁻¹

=====

(10)
The following is a quantum chemistry calculation of an isolated molecule of C3H5NO2 in a non-equilibrium geometry, from the OMol25 dataset.

Geometry as XYZ:
```
11
Properties=species:S:1:pos:R:3:lowdin_charge:R:1
O -0.58 0.46 1.65 -0.0404
C -0.63 0.42 0.24 -0.2198
C 0.61 -0.28 -0.29 -0.3780
O 0.85 -1.47 0.40 0.0102
C 0.39 -0.53 -1.72 -0.1495
N 0.15 -0.65 -2.84 0.1700
H -0.70 1.39 1.53 0.0751
H -1.59 0.02 -0.08 0.1375
H -0.59 1.48 -0.05 0.1363
H 1.45 0.43 -0.18 0.1593
H 0.64 -1.26 1.33 0.0993
```

Output
Highest occupied orbital energy: -11.06 eV
Orbital gap: 11.41 eV
2S+1: 1
Maximum force: 2.89 eV Å⁻¹
SMILES: N#C[C@H](O)CO

=====

(11)
The following is a quantum chemistry calculation of an isolated molecule of C3H5NO2 in a non-equilibrium geometry, from the OMol25 dataset.

Geometry as XYZ:
```
11
Properties=species:S:1:pos:R:3:lowdin_charge:R:1
N 1.31 0.79 0.13 0.1107
C 1.25 -0.02 -0.88 -0.2964
O 0.16 -0.80 -1.02 -0.0801
C -0.72 -0.81 0.11 -0.1480
C -1.40 0.53 0.35 -0.2649
O -2.03 0.76 1.36 0.0557
H 2.17 1.32 0.02 0.0665
H 2.26 -0.35 -0.49 0.1595
H -0.19 -1.10 1.02 0.1338
H -1.48 -1.56 -0.12 0.1375
H -1.33 1.25 -0.48 0.1257
```

Output
Highest occupied orbital energy: -9.93 eV
Orbital gap: 10.45 eV
2S+1: 1
Maximum force: 3.34 eV Å⁻¹
SMILES: [H]/N=C/OCC=O

=====

(12)
The following is a quantum chemistry calculation of an isolated molecule of C3H5NO2, from the OMol25 dataset.

Geometry as XYZ:
```
11
Properties=species:S:1:pos:R:3:lowdin_charge:R:1
C -1.03 -0.36 1.42 0.1105
C -0.19 0.27 0.62 -0.4238
N -0.50 1.16 -0.46 0.0770
O 1.10 -0.20 0.42 -0.0129
C 0.91 -0.56 -0.92 -0.2148
O 0.28 0.55 -1.53 -0.0903
H -2.09 -0.12 1.45 0.0718
H -0.64 -1.18 2.01 0.0787
H 0.23 -1.43 -0.93 0.1354
H 0.02 2.03 -0.31 0.1286
H 1.86 -0.79 -1.41 0.1397
```

Output
Highest occupied orbital energy: -9.52 eV
Orbital gap: 10.50 eV
2S+1: 1
Maximum force: 0.48 eV Å⁻¹
SMILES: C=C1NOCO1

=====

(13)
The following is a quantum chemistry calculation of a cluster of 2 separate species, C3H5NO2 in total in a non-equilibrium geometry, from the OMol25 dataset.

Geometry as XYZ:
```
11
Properties=species:S:1:pos:R:3:lowdin_charge:R:1
O -1.23 2.01 -0.11 0.0421
C -0.24 1.64 0.47 -0.2498
C 0.19 0.18 0.53 -0.2568
N -0.76 -0.74 -0.05 -0.0060
C 0.94 -2.46 -1.70 -0.0093
O 1.80 -1.72 -1.62 -0.0119
H 0.44 2.36 0.96 0.1196
H 1.16 0.12 0.01 0.0974
H 0.41 -0.07 1.58 0.1223
H -1.31 -0.24 -0.74 0.0734
H -1.41 -1.07 0.66 0.0790
```

Output
Highest occupied orbital energy: -9.70 eV
Orbital gap: 10.63 eV
2S+1: 1
Maximum force: 1.38 eV Å⁻¹

=====

(14)
The following is a quantum chemistry calculation of an isolated molecule of C3H5NO2 in a non-equilibrium geometry, from the OMol25 dataset.

Geometry as XYZ:
```
11
Properties=species:S:1:pos:R:3:lowdin_charge:R:1
C -0.98 1.25 -0.16 -0.1390
C -0.75 -1.02 0.05 -0.0448
C 1.01 0.11 0.49 -0.3154
N -1.52 0.14 -0.23 -0.0097
O 0.41 1.32 0.30 -0.0422
O 1.94 -0.26 -0.40 0.0009
H -1.39 2.21 -0.46 0.1290
H -0.35 -1.73 -0.68 0.0755
H -1.30 -1.39 0.96 0.0918
H 1.35 -0.11 1.45 0.1130
H 1.58 -0.51 -1.31 0.1411
```

Output
Highest occupied orbital energy: -8.47 eV
Orbital gap: 9.27 eV
2S+1: 1
Maximum force: 5.29 eV Å⁻¹

=====

(15)
The following is a quantum chemistry calculation of an isolated molecule of C3H5NO2 in a non-equilibrium geometry, from the OMol25 dataset.

Geometry as XYZ:
```
11
Properties=species:S:1:pos:R:3:lowdin_charge:R:1
C 0.91 -0.89 0.11 -0.1374
C 1.17 0.62 0.07 -0.1817
C -1.04 -0.03 -0.30 -0.4806
N -0.30 -1.25 -0.07 0.1164
O -0.16 1.07 0.00 -0.0819
O -2.27 0.03 0.32 0.0190
H 1.71 -1.61 0.18 0.1051
H 1.67 0.93 1.03 0.1364
H 1.75 0.66 -1.01 0.1745
H -1.13 -0.18 -1.45 0.1775
H -2.32 0.67 1.11 0.1527
```

Output
Highest occupied orbital energy: -10.18 eV
Orbital gap: 11.03 eV
2S+1: 1
Maximum force: 3.07 eV Å⁻¹
SMILES: O[C@@H]1N=CCO1

=====

(16)
The following is a quantum chemistry calculation of an isolated molecule of C3H5NO2, from the OMol25 dataset.

Geometry as XYZ:
```
11
Properties=species:S:1:pos:R:3:lowdin_charge:R:1
N -1.49 -0.17 0.56 0.1257
C -0.68 0.56 1.21 -0.2965
O 0.58 0.80 0.82 -0.0600
C 1.14 0.03 -0.25 -0.1286
C 0.24 -0.54 -1.33 -0.2789
O 0.43 -1.65 -1.75 0.0481
H -2.40 -0.20 1.00 0.0664
H -0.88 1.10 2.13 0.1366
H 1.72 -0.80 0.17 0.1332
H 1.83 0.73 -0.75 0.1334
H -0.49 0.15 -1.80 0.1206
```

Output
Highest occupied orbital energy: -9.80 eV
Orbital gap: 10.61 eV
2S+1: 1
Maximum force: 0.55 eV Å⁻¹
SMILES: [H]/N=C/OCC=O

=====

(17)
The following is a quantum chemistry calculation of an isolated molecule of C3H5NO2, from the OMol25 dataset.

Geometry as XYZ:
```
11
Properties=species:S:1:pos:R:3:lowdin_charge:R:1
C 0.89 1.13 -0.70 0.0035
C 0.76 -0.17 0.06 -0.4883
O 1.47 -1.12 -0.12 0.1156
N -0.40 -0.31 0.89 0.1033
C -1.36 -1.19 0.45 -0.3365
O -2.44 -1.34 0.97 0.0421
H -0.10 1.54 -0.91 0.0838
H 1.41 0.91 -1.63 0.0899
H 1.47 1.87 -0.14 0.0886
H -0.65 0.36 1.60 0.1558
H -1.04 -1.69 -0.47 0.1422
```

Output
Highest occupied orbital energy: -10.32 eV
Orbital gap: 11.04 eV
2S+1: 1
Maximum force: 0.49 eV Å⁻¹
SMILES: CC(=O)NC=O

=====

(18)
The following is a quantum chemistry calculation of an isolated molecule of C3H5NO2 in a non-equilibrium geometry, from the OMol25 dataset.

Geometry as XYZ:
```
11
Properties=species:S:1:pos:R:3:lowdin_charge:R:1
C -1.14 0.83 0.13 -0.3187
C -0.99 -0.70 0.19 -0.1526
C 1.16 0.02 -0.56 -0.2103
N -0.22 1.60 -0.20 0.1155
O 0.42 -1.01 -0.01 -0.0870
O 2.27 0.20 0.22 0.0638
H -2.12 1.28 0.54 0.1214
H -1.47 -1.21 1.09 0.1424
H -1.49 -0.90 -0.78 0.1188
H 1.35 0.18 -1.61 0.1367
H 2.23 -0.29 1.00 0.0700
```

Output
Highest occupied orbital energy: -8.61 eV
Orbital gap: 9.44 eV
2S+1: 1
Maximum force: 4.38 eV Å⁻¹

=====

(19)
The following is a quantum chemistry calculation of an isolated molecule of C3H5NO2, from the OMol25 dataset.

Geometry as XYZ:
```
11
Properties=species:S:1:pos:R:3:lowdin_charge:R:1
N 1.65 0.25 0.93 0.1260
C 1.32 0.09 -0.27 -0.3265
O 0.42 -0.85 -0.68 -0.0842
C -0.79 -0.88 0.05 -0.1567
C -1.40 0.51 -0.13 -0.1929
O -0.72 1.46 -0.45 0.0564
H 2.42 0.91 0.99 0.0558
H 1.70 0.62 -1.15 0.1367
H -0.65 -1.14 1.12 0.1302
H -1.46 -1.63 -0.39 0.1301
H -2.49 0.64 -0.02 0.1250
```

Output
Highest occupied orbital energy: -9.74 eV
Orbital gap: 10.67 eV
2S+1: 1
Maximum force: 0.85 eV Å⁻¹
SMILES: [H]/N=C/OCC=O

=====

(20)
The following is a quantum chemistry calculation of a cluster of 2 separate species, C3H5NO2 in total in a non-equilibrium geometry, from the OMol25 dataset.

Geometry as XYZ:
```
11
Properties=species:S:1:pos:R:3:lowdin_charge:R:1
C 0.85 1.53 0.26 -0.0292
C 0.78 1.22 -1.03 -0.2918
O 0.87 0.97 -2.16 0.1734
O -1.36 -0.05 -0.79 -0.0097
C -1.20 -1.08 -0.17 -0.3864
N -0.18 -1.33 0.68 0.1274
H -0.04 1.51 0.87 0.0653
H 0.53 -0.62 0.80 0.0633
H 1.77 1.97 0.61 0.0629
H -1.90 -1.93 -0.26 0.1275
H -0.13 -2.19 1.20 0.0973
```

Output
Highest occupied orbital energy: -9.11 eV
Orbital gap: 9.99 eV
2S+1: 1
Maximum force: 1.03 eV Å⁻¹
SMILES: C=C=O.NC=O

=====

Computed LUMO level, in the same sequence as the records: 0.8; 1.0; 1.0; 0.5; 0.9; 0.9; 0.5; 0.8; -0.5; 0.3; 0.5; 1.0; 0.9; 0.8; 0.8; 0.8; 0.7; 0.8; 0.9; 0.9 eV.